(1)
This record from the OMol25 dataset describes a structure of composition C60H68InN7O6STe in a non-equilibrium geometry. The level of theory is ωB97M-V/def2-TZVPD.

Geometry as XYZ:
```
144
Properties=species:S:1:pos:R:3:lowdin_spin:R:1
In -0.5531 -2.4790 -1.5470 0.462
C -6.2549 -2.6114 -0.4801 0.000
C -5.3591 -1.3942 -0.7581 0.002
C -4.1696 -1.8105 -1.6247 0.019
C -5.0574 -0.7017 0.5667 0.000
C -6.0245 0.2006 1.0041 0.000
C -5.9486 0.8054 2.2449 0.000
C -4.9030 0.5024 3.0997 0.000
C -3.8926 -0.3635 2.7025 0.000
C -2.8096 -0.7447 3.6985 0.000
C -2.1483 0.4662 4.3610 0.000
C -3.4322 -1.6595 4.7676 0.000
C -3.9761 -0.9370 1.4229 0.000
N -2.9017 -1.8126 1.0243 0.000
C -2.9207 -3.1184 1.3963 0.001
O -3.9535 -3.6046 1.8220 0.000
C -1.6698 -3.9685 1.3573 0.008
C -1.6413 -4.9898 2.2943 0.000
C -0.5256 -5.8107 2.3575 0.003
C 0.5165 -5.5854 1.4788 0.000
C 0.4081 -4.5555 0.5568 0.010
N -0.6629 -3.7680 0.4969 0.055
C 1.5970 -4.2871 -0.3455 0.008
O 2.4785 -5.1408 -0.3802 0.015
N 1.5561 -3.1390 -1.0335 0.068
C 2.7244 -2.5507 -1.5926 0.003
C 3.7760 -2.1083 -0.7613 0.002
C 4.8165 -1.3813 -1.3295 0.000
C 4.8387 -1.0631 -2.6775 0.000
C 3.8310 -1.5387 -3.4948 0.000
C 2.7902 -2.3037 -2.9777 0.002
C 1.7993 -2.9220 -3.9509 0.018
C 2.5149 -3.8246 -4.9617 0.002
C 0.9720 -1.8563 -4.6759 0.017
C 3.8246 -2.4014 0.7294 0.000
C 4.7981 -3.5510 1.0244 0.000
C 4.2171 -1.1689 1.5536 0.000
H -6.4837 -3.1330 -1.4142 0.000
H -7.1941 -2.3056 -0.0141 0.000
H -5.7511 -3.3032 0.1955 0.000
H -5.9410 -0.6777 -1.3407 0.000
H -3.6786 -2.7004 -1.2293 0.017
H -3.4331 -1.0091 -1.7198 0.003
H -4.5263 -2.0525 -2.6285 0.001
H -6.8710 0.4112 0.3581 0.000
H -6.7129 1.5083 2.5558 0.000
H -4.8743 0.9424 4.0893 0.000
H -2.0240 -1.3096 3.1977 0.000
H -2.8826 1.1301 4.8221 0.000
H -1.5595 1.0425 3.6451 0.000
H -1.4736 0.1230 5.1462 0.000
H -4.2259 -1.1355 5.3072 0.000
H -2.6726 -1.9652 5.4916 0.000
H -3.8696 -2.5486 4.3070 0.000
H -2.4856 -5.1155 2.9554 0.000
H -0.4663 -6.5972 3.0994 0.000
H 1.4191 -6.1800 1.4736 0.000
H 5.6310 -1.0447 -0.6983 0.000
H 5.6476 -0.4702 -3.0885 0.000
H 3.8569 -1.3294 -4.5596 0.000
H 1.1248 -3.5630 -3.3792 0.025
H 3.0751 -3.2308 -5.6878 0.001
H 1.7886 -4.4322 -5.5079 0.000
H 3.2136 -4.4931 -4.4556 0.000
H 1.5982 -1.2715 -5.3536 0.000
H 0.5217 -1.1545 -3.9711 0.009
H 0.1720 -2.3172 -5.2630 0.002
H 2.8270 -2.6992 1.0488 0.000
H 5.7865 -3.3278 0.6116 0.000
H 4.4382 -4.4783 0.5816 0.000
H 4.8969 -3.6954 2.1042 0.000
H 5.2795 -0.9360 1.4437 0.000
H 4.0242 -1.3513 2.6137 0.000
H 3.6421 -0.2921 1.2498 0.000
C -2.1536 1.1592 0.3668 0.008
C -1.5562 -0.1232 -0.1296 0.020
O -1.6427 -1.2783 0.6897 0.011
N -0.8674 -0.2120 -1.1769 0.188
Te -0.6145 1.4312 -3.1908 0.010
C -0.4272 2.9898 -4.7085 0.004
C -1.5392 3.3753 -5.4741 0.000
C -2.9623 2.9837 -5.1323 0.000
C -1.3567 4.1637 -6.6135 0.000
C -0.1052 4.5914 -7.0165 0.000
C 0.0851 5.4113 -8.2678 0.000
C 0.9911 4.2234 -6.2424 0.000
C 0.8554 3.4340 -5.1069 0.001
C 2.1053 3.0527 -4.3500 0.000
C 0.2545 2.5982 -1.6456 0.000
C 1.4040 2.1377 -0.9841 0.000
C 2.1731 0.9066 -1.4082 0.000
C 1.8920 2.8647 0.1017 0.000
C 1.2820 4.0268 0.5467 0.000
C 1.8138 4.7835 1.7373 0.000
C 0.1502 4.4723 -0.1284 0.000
C -0.3822 3.7794 -1.2121 0.000
C -1.6361 4.3124 -1.8569 0.000
H -2.2287 1.1782 1.4506 0.001
H -3.1459 1.3077 -0.0613 0.000
H -1.5062 1.9709 0.0405 0.001
H -2.9929 2.1982 -4.3847 0.000
H -3.4870 2.6323 -6.0236 0.000
H -3.5124 3.8424 -4.7373 0.000
H -2.2266 4.4283 -7.2112 0.000
H -0.8719 5.6569 -8.7294 0.000
H 0.6844 4.8635 -8.9990 0.000
H 0.6095 6.3429 -8.0452 0.000
H 1.9853 4.5364 -6.5526 0.000
H 2.9972 3.2824 -4.9352 0.000
H 2.0984 1.9865 -4.1201 0.000
H 2.1701 3.5901 -3.4007 0.000
H 1.5271 0.1526 -1.8486 0.000
H 2.6927 0.4587 -0.5599 0.000
H 2.9333 1.1703 -2.1490 0.000
H 2.7835 2.5060 0.6115 0.000
H 2.7572 4.3588 2.0814 0.000
H 1.1019 4.7503 2.5650 0.000
H 1.9790 5.8331 1.4875 0.000
H -0.3466 5.3782 0.2100 0.000
H -2.0003 5.1869 -1.3163 0.000
H -2.4211 3.5525 -1.8616 0.000
H -1.4549 4.5944 -2.8948 0.000
O 2.1630 -0.9014 8.9938 0.000
S 2.1512 0.5348 9.1874 0.000
O 3.2222 1.0488 10.0127 0.000
O 0.8375 1.1064 9.4511 0.000
C 2.4390 1.2265 7.5218 0.000
N 2.9570 2.4574 7.4219 0.000
C 3.0050 2.9698 6.1998 0.000
C 2.5702 2.2864 5.0756 0.000
C 2.0574 1.0153 5.2808 0.000
N 1.9817 0.4997 6.5024 0.000
C 1.6037 0.1277 4.1738 0.000
C 1.4300 0.5736 2.8717 0.000
C 1.0809 -0.3394 1.8925 0.000
N 0.8743 -1.6351 2.1282 0.000
C 1.0092 -2.0522 3.3906 0.000
C 1.3719 -1.2205 4.4379 0.000
H 3.4207 3.9706 6.1173 0.000
H 2.6439 2.7273 4.0891 0.000
H 1.5569 1.6167 2.6060 0.000
H 0.9605 -0.0225 0.8595 0.000
H 0.8193 -3.1091 3.5661 0.000
H 1.4841 -1.5834 5.4524 0.000
```

Properties
E_HOMO (spin up / spin down) = -5.45 / -5.45 eV
<S²> = 0.7580
orbital gap (spin up / spin down) = 6.66 / 4.80 eV
charge = -1
2S+1 = 2


(2)
This record from the OMol25 dataset describes a cluster of 8 separate species, C60H76F7N2 in total in a non-equilibrium geometry. The level of theory is ωB97M-V/def2-TZVPD.

Geometry as XYZ:
```
145
Properties=species:S:1:pos:R:3:mulliken_charge:R:1
C 9.3704 -1.1395 2.4951 -0.718
C 10.2106 0.1628 1.9239 -0.486
C 9.2233 1.4786 1.7326 -0.327
C 8.2428 1.2172 0.4451 -0.207
C 6.9781 2.2514 0.3105 -0.016
C 7.1976 3.7109 1.0362 -0.030
C 6.4048 3.8062 2.5055 -0.584
C 4.9389 4.5884 2.3732 -0.602
C 3.8517 3.6820 3.2433 -0.518
C 2.2849 4.1502 3.0027 -0.676
C 1.4857 2.9790 2.1286 0.120
C 0.6289 1.9326 3.0223 -0.678
N -0.6061 1.3358 2.3976 0.440
C -1.4322 0.8103 3.5966 -0.636
C -1.5486 2.3788 1.7597 -0.644
N -2.9546 1.8640 1.5448 -0.460
C -0.3812 0.1176 1.5339 0.421
C 0.3701 0.3604 0.1107 -0.057
C -0.6315 0.8532 -1.1246 0.335
C 0.1900 2.0849 -1.8806 -1.199
H 8.3007 -0.8033 2.8577 0.144
H 9.2897 -1.9294 1.6073 0.177
H 9.9241 -1.6355 3.4126 0.294
H 11.0994 0.4018 2.6570 0.323
H 10.6624 -0.1557 0.8818 0.251
H 8.5842 1.7111 2.7077 0.110
H 9.9186 2.3875 1.4672 0.211
H 7.8078 0.1217 0.5578 -0.101
H 8.8947 1.2846 -0.5325 0.253
H 6.0116 1.7406 0.7302 -0.169
H 6.8271 2.4598 -0.8392 0.287
H 8.3170 4.0496 1.1029 0.207
H 6.6406 4.5055 0.3473 -0.125
H 6.3065 2.7339 2.9936 0.327
H 7.0992 4.4700 3.2025 0.314
H 5.0040 5.6520 2.8744 0.256
H 4.6560 4.6472 1.2392 0.291
H 4.0460 2.5642 2.9546 0.119
H 4.0367 3.7810 4.4135 0.366
H 2.2301 5.1594 2.3674 0.332
H 1.7183 4.2672 4.0203 0.313
H 0.9209 3.5449 1.2797 0.068
H 2.3511 2.3578 1.5901 -0.100
H 1.2868 1.0137 3.4073 0.135
H 0.3030 2.5003 4.0205 0.475
H -2.2154 -0.0080 3.2527 0.289
H -1.9674 1.6712 4.1829 0.338
H -0.6746 0.3110 4.3582 0.327
H -1.6319 3.2389 2.5832 0.380
H -1.1123 2.8421 0.7748 0.292
H -2.9865 0.9686 1.0093 0.163
H -3.3954 2.5721 0.8846 0.357
H -1.3756 -0.4991 1.2988 -0.128
H 0.2859 -0.6336 2.1785 -0.172
H 1.3094 1.0556 0.1310 -0.144
H 0.7716 -0.7073 -0.2447 0.282
H -1.7000 1.1646 -0.7631 -0.209
H -0.7500 -0.0141 -1.9011 0.270
H 0.4674 2.9718 -1.1653 0.171
H 1.2168 1.6139 -2.2362 0.364
H -0.3645 2.4810 -2.8383 0.411
F 5.4162 -0.3180 0.5576 -0.104
C 4.8150 -1.4647 0.9017 0.109
C 3.6504 -1.4258 1.6605 -0.170
C 3.0213 -2.6193 2.0146 -0.287
C 3.5705 -3.8400 1.6146 -0.740
C 4.7426 -3.8688 0.8574 -0.503
C 5.3652 -2.6749 0.4941 -0.519
H 3.2431 -0.4686 1.9691 0.463
H 2.1061 -2.5994 2.6011 0.429
H 3.0820 -4.7708 1.8948 0.437
H 5.1705 -4.8202 0.5508 0.383
H 6.2719 -2.6786 -0.1017 0.453
F 9.3831 5.4511 -0.7681 -0.356
C 8.7488 5.4671 -1.9480 0.374
C 7.4833 6.0364 -2.0368 -0.225
C 6.8247 6.0579 -3.2661 -0.514
C 7.4351 5.4994 -4.3918 -0.442
C 8.7035 4.9258 -4.2914 -0.369
C 9.3664 4.9145 -3.0645 -0.493
H 7.0213 6.4579 -1.1500 0.482
H 5.8382 6.5076 -3.3477 0.373
H 6.9192 5.5124 -5.3495 0.370
H 9.1749 4.4880 -5.1681 0.372
H 10.3564 4.4807 -2.9704 0.426
F -3.3340 -0.5794 -0.2309 -0.355
C -3.3149 -1.9089 -0.3938 0.591
C -4.3726 -2.6726 0.0876 -0.754
C -4.3555 -4.0564 -0.0864 -0.502
C -3.2745 -4.6629 -0.7307 -0.599
C -2.2151 -3.8883 -1.2058 -0.745
C -2.2378 -2.5035 -1.0417 0.208
H -5.1998 -2.1849 0.5929 0.533
H -5.1814 -4.6615 0.2794 0.445
H -3.2594 -5.7427 -0.8622 0.395
H -1.3728 -4.3630 -1.7034 0.411
H -1.4271 -1.8854 -1.4127 0.191
F -4.0762 3.6287 -7.7902 -0.304
C -3.6909 3.4822 -6.5156 0.241
C -4.0408 2.3280 -5.8234 -0.416
C -3.6355 2.1727 -4.4978 -0.443
C -2.8933 3.1794 -3.8752 -0.450
C -2.5514 4.3364 -4.5769 -0.503
C -2.9473 4.4863 -5.9057 -0.306
H -4.6248 1.5605 -6.3208 0.410
H -3.8972 1.2707 -3.9504 0.408
H -2.5812 3.0598 -2.8399 0.592
H -1.9772 5.1203 -4.0889 0.357
H -2.6825 5.3752 -6.4687 0.402
F -7.4117 -3.9830 0.5043 -0.330
C -8.1997 -4.3430 -0.5174 0.364
C -8.9644 -5.5002 -0.4171 -0.439
C -9.7889 -5.8727 -1.4787 -0.493
C -9.8312 -5.0888 -2.6344 -0.335
C -9.0562 -3.9319 -2.7275 -0.504
C -8.2404 -3.5537 -1.6614 -0.177
H -8.9122 -6.1010 0.4850 0.408
H -10.3965 -6.7714 -1.4070 0.361
H -10.4711 -5.3822 -3.4639 0.373
H -9.0877 -3.3256 -3.6296 0.347
H -7.6382 -2.6527 -1.7134 0.431
F 0.8239 -4.4102 4.4034 -0.312
C 0.6279 -3.7823 5.5705 0.255
C -0.2095 -2.6732 5.6185 -0.298
C -0.4179 -2.0223 6.8344 -0.429
C 0.2227 -2.4817 7.9878 -0.500
C 1.0653 -3.5927 7.9283 -0.397
C 1.2647 -4.2501 6.7146 -0.425
H -0.6919 -2.3257 4.7108 0.563
H -1.0769 -1.1590 6.8840 0.393
H 0.0633 -1.9709 8.9350 0.375
H 1.5660 -3.9460 8.8266 0.366
H 1.9092 -5.1206 6.6521 0.417
F -12.3830 -3.8894 -3.3813 -0.292
C -13.1710 -4.2494 -4.4031 0.299
C -13.9356 -5.4066 -4.3028 -0.242
C -14.7601 -5.7791 -5.3644 -0.365
C -14.8025 -4.9952 -6.5200 -0.460
C -14.0274 -3.8383 -6.6132 -0.391
C -13.2116 -3.4601 -5.5471 -0.417
H -13.8834 -6.0073 -3.4007 0.405
H -15.3677 -6.6777 -5.2927 0.355
H -15.4423 -5.2885 -7.3496 0.360
H -14.0590 -3.2320 -7.5152 0.352
H -12.6094 -2.5591 -5.5990 0.399
```

Properties
E_HOMO = -10.36 eV
orbital gap = 8.36 eV
charge = +1


(3)
This record from the OMol25 dataset describes a cluster of 12 separate species, C60H76F8O16P4 in total in a non-equilibrium geometry. The level of theory is ωB97M-V/def2-TZVPD.

Geometry as XYZ:
```
164
Properties=species:S:1:pos:R:3:mulliken_charge:R:1
C 4.6246 -3.0601 -2.9261 -0.837
O 3.9466 -4.3106 -2.7294 0.002
P 4.0391 -5.3108 -1.4421 0.150
O 5.3922 -5.4491 -0.9289 -0.745
O 2.9189 -4.8185 -0.4490 0.501
C 3.0510 -4.9792 0.9998 -0.155
O 3.3546 -6.5752 -2.1177 -0.332
C 4.2565 -7.2301 -3.0290 -0.853
H 4.3331 -2.2451 -2.2276 0.217
H 4.3287 -2.7212 -3.8764 0.382
H 5.7033 -3.1454 -2.9011 0.360
H 2.0047 -4.8579 1.3400 -0.407
H 3.8182 -4.3471 1.4365 0.295
H 3.3575 -6.0116 1.1929 0.496
H 5.2633 -6.8456 -2.9549 0.398
H 3.8816 -7.0568 -3.9948 0.264
H 4.3357 -8.2805 -2.7370 0.260
C -3.6668 3.8810 2.5619 -0.840
O -3.2125 3.4258 1.2753 0.213
P -1.9289 4.2232 0.6762 -0.037
O -0.8378 4.4867 1.6378 -0.592
O -2.5837 5.5410 0.0390 -0.338
C -1.7605 6.4506 -0.6754 -0.495
O -1.5358 3.2502 -0.5151 0.746
C -2.4440 2.9278 -1.5884 -0.362
H -4.6131 3.3492 2.7476 0.178
H -3.8920 4.9684 2.5953 0.304
H -2.9441 3.6446 3.3496 0.270
H -1.0527 6.8626 0.0153 0.321
H -2.4368 7.2700 -0.9961 0.289
H -1.3625 6.1166 -1.5559 0.055
H -1.9651 2.1877 -2.2035 0.167
H -2.8643 3.8125 -2.0670 0.324
H -3.2989 2.3743 -1.0987 -0.122
C 0.2955 0.7638 0.8467 0.313
O -0.7302 -0.2614 1.0125 0.380
P -0.3450 -1.6402 1.6047 0.221
O 0.5444 -2.4829 0.8277 -0.502
O -1.8321 -2.2922 1.8275 0.397
C -2.7979 -1.4334 2.4655 -0.365
O 0.3766 -1.2903 2.9883 -0.327
C 1.2810 -2.2445 3.6307 -0.272
H 0.1425 1.4930 1.6619 0.294
H 0.1440 1.3192 -0.0966 -0.346
H 1.3051 0.3353 0.8650 -0.394
H -3.0998 -0.5752 1.8534 0.010
H -2.5832 -1.1296 3.4949 0.367
H -3.6285 -2.0750 2.5222 -0.261
H 0.7661 -2.8552 4.3372 0.190
H 2.1094 -1.6625 4.0442 0.195
H 1.6824 -2.8917 2.8452 -0.031
C 2.4913 3.5853 0.1614 -0.399
O 3.5406 3.5678 -0.7949 0.448
P 4.1743 4.9892 -1.2589 0.480
O 3.2378 6.0985 -1.3946 -0.702
O 5.2467 5.1789 -0.0427 -0.221
C 6.1845 6.2890 -0.0963 -0.795
O 5.0453 4.6386 -2.5338 -0.403
C 4.3104 4.5283 -3.7619 -0.472
H 2.3565 4.5574 0.5710 0.656
H 2.8224 2.9072 0.9777 -0.152
H 1.5929 3.2460 -0.2796 -0.008
H 6.9883 6.1472 -0.8811 0.269
H 6.6736 6.3502 0.8922 0.214
H 5.6162 7.2064 -0.2770 0.344
H 5.0322 4.6635 -4.5889 0.303
H 3.5632 5.3214 -3.7839 0.222
H 3.8032 3.5446 -3.8202 0.122
F -5.6089 -5.6155 2.0199 -0.382
C -5.9918 -4.4548 2.5515 0.607
C -5.7778 -4.2482 3.9274 -0.728
C -6.1767 -3.0750 4.4852 -0.368
C -6.7488 -2.0908 3.6612 -0.829
C -6.9080 -2.3624 2.3303 -0.086
C -6.5200 -3.5369 1.7263 -0.525
H -5.4450 -5.0732 4.5196 0.526
H -6.1536 -2.8306 5.5544 0.375
H -6.9311 -1.1328 3.9947 0.548
H -7.2605 -1.4678 1.7610 0.350
H -6.5039 -3.7505 0.6574 0.487
F -5.6844 -4.2031 -1.6742 -0.345
C -4.7833 -3.2996 -2.1163 0.326
C -3.9006 -2.8922 -1.1570 -0.151
C -2.8511 -2.1105 -1.5603 -0.125
C -2.7430 -1.7123 -2.8949 -0.465
C -3.7062 -1.9901 -3.8488 -0.874
C -4.7673 -2.8349 -3.4304 -0.770
H -3.9407 -3.3287 -0.1488 0.498
H -2.0628 -1.8469 -0.8735 0.653
H -1.8377 -1.1609 -3.2617 0.236
H -3.5076 -1.7664 -4.8789 0.496
H -5.5238 -3.2549 -4.0868 0.437
F 0.6187 -4.5770 -3.2951 -0.472
C 0.9881 -3.2861 -3.3510 -0.005
C 1.4112 -2.8394 -4.5840 -0.549
C 1.7139 -1.5076 -4.7845 -0.767
C 1.5737 -0.6342 -3.7196 -1.233
C 1.2365 -1.1537 -2.4886 0.228
C 0.9007 -2.4761 -2.2858 1.462
H 1.5679 -3.5486 -5.3985 0.382
H 2.0757 -1.1315 -5.7301 0.399
H 1.8111 0.4148 -3.8002 0.677
H 1.2213 -0.4965 -1.6249 0.328
H 0.7092 -2.8884 -1.2651 -0.197
F 3.3215 0.3728 5.4354 -0.334
C 3.3929 1.6213 4.9159 0.426
C 4.5220 2.3892 4.9510 -0.635
C 4.4968 3.5423 4.2023 -0.641
C 3.3773 3.9483 3.5018 -0.465
C 2.2921 3.1026 3.4129 -0.574
C 2.2709 1.9188 4.0878 -0.317
H 5.4725 2.0735 5.4944 0.326
H 5.2107 4.3041 4.2005 0.487
H 3.3192 4.9661 3.0549 0.373
H 1.4724 3.4207 2.8153 0.961
H 1.3679 1.3225 4.2435 0.471
F 1.2799 -8.0962 3.5577 -0.335
C 0.5766 -6.9482 3.6916 0.860
C 0.3255 -6.3866 4.9674 -0.846
C -0.5340 -5.3020 4.9778 -0.271
C -1.0332 -4.7492 3.8007 -1.040
C -0.6813 -5.3069 2.5589 -0.218
C 0.0452 -6.4480 2.5169 -0.547
H 0.5010 -6.9407 5.8805 0.415
H -0.6486 -4.8151 5.9447 0.364
H -1.6458 -3.8719 3.8909 0.694
H -1.1298 -4.8832 1.7360 0.604
H 0.2513 -7.0298 1.5832 0.320
F 3.7897 0.4516 -1.6548 -0.395
C 3.9935 0.3049 -0.3416 0.838
C 4.7909 1.2125 0.3305 -1.159
C 5.1836 0.8828 1.6308 -0.276
C 4.7775 -0.3017 2.2610 -1.352
C 3.8534 -1.1677 1.6407 -0.280
C 3.5389 -0.8668 0.2883 -0.230
H 5.1854 2.0709 -0.1484 0.645
H 5.8430 1.5636 2.1685 0.421
H 5.0535 -0.3859 3.3215 0.405
H 3.5046 -2.0703 2.0755 0.804
H 2.8620 -1.5354 -0.2197 0.581
F -5.4201 1.4968 1.7495 -0.418
C -5.7702 1.3933 0.4901 0.515
C -5.5182 0.1686 -0.1012 -0.351
C -5.7945 0.0463 -1.5007 -0.152
C -6.4158 1.0885 -2.1900 -0.881
C -6.6936 2.2719 -1.5022 -0.449
C -6.3436 2.4532 -0.1834 -0.511
H -5.1139 -0.6668 0.4611 0.619
H -5.4572 -0.8606 -1.9940 0.303
H -6.7154 0.9123 -3.2157 0.456
H -7.1886 3.0246 -2.0996 0.368
H -6.4735 3.4182 0.3225 0.416
F 0.7821 7.9050 -4.2240 -0.334
C 0.2212 6.6567 -4.4567 0.398
C -0.7628 6.5062 -5.4109 -0.872
C -1.3296 5.2360 -5.5535 -0.384
C -0.9090 4.2228 -4.7242 -0.811
C 0.0266 4.4200 -3.7589 0.139
C 0.6520 5.6625 -3.6113 -0.722
H -1.1815 7.3480 -5.9510 0.427
H -2.0943 4.9272 -6.2370 0.377
H -1.2809 3.2521 -4.8508 0.586
H 0.3156 3.6133 -3.0621 0.347
H 1.2529 5.8797 -2.7732 0.858
```

Properties
E_HOMO = -8.96 eV
orbital gap = 9.34 eV